The following is a DFT calculation (wB97M-V/def2-TZVPD) of 8 unconnected molecules or ions with the total composition C32H64O16 in a non-equilibrium geometry.

Summary:
relative energy (zero: lowest compared OMol25 entry of this formula, charge and spin)	2.355	eV
electronic energy	-2461.53985	Eh
SMILES	CCOC(C)=O.CCOC(C)=O.CCOC(C)=O.CCOC(C)=O.CCOC(C)=O.CCOC(C)=O.CCOC(C)=O.CCOC(C)=O
lowest unoccupied orbital energy	0.6	eV
frontier orbital gap	10.64	eV

Atoms and positions in Å:
C: 6.091 4.147 -2.782
C: 4.974 4.968 -3.305
O: 3.936 4.961 -2.328
C: 2.744 5.548 -2.697
C: 1.716 5.733 -1.628
O: 2.459 5.854 -3.825
H: 5.833 3.050 -2.742
H: 6.446 4.383 -1.789
H: 6.948 4.313 -3.428
H: 5.399 5.999 -3.467
H: 4.528 4.676 -4.193
H: 1.872 4.884 -0.931
H: 0.675 5.548 -1.957
H: 1.757 6.709 -1.114
C: -3.584 -2.481 3.010
C: -2.476 -1.656 3.508
O: -1.259 -2.063 2.857
C: -0.169 -1.314 2.969
C: 0.920 -2.015 2.225
O: -0.097 -0.246 3.486
H: -3.617 -3.383 3.647
H: -3.463 -2.767 1.908
H: -4.555 -2.026 3.034
H: -2.574 -0.571 3.405
H: -2.346 -1.798 4.579
H: 0.472 -2.917 1.754
H: 1.702 -2.190 2.998
H: 1.364 -1.367 1.438
C: -6.833 0.583 0.461
C: -7.546 -0.457 -0.319
O: -6.782 -1.676 -0.487
C: -5.851 -1.741 -1.403
C: -5.187 -3.108 -1.369
O: -5.452 -0.808 -2.057
H: -7.548 1.420 0.568
H: -6.061 1.054 -0.049
H: -6.580 0.329 1.439
H: -8.488 -0.713 0.039
H: -7.777 -0.065 -1.307
H: -4.208 -2.810 -0.833
H: -5.006 -3.560 -2.363
H: -5.791 -3.803 -0.727
C: 3.460 -1.593 -0.507
C: 4.488 -0.696 0.070
O: 4.237 -0.579 1.542
C: 5.265 -0.229 2.349
C: 5.095 -0.578 3.813
O: 6.250 0.342 1.937
H: 3.660 -1.724 -1.547
H: 2.440 -1.249 -0.426
H: 3.522 -2.543 0.017
H: 5.591 -0.961 -0.048
H: 4.272 0.323 -0.399
H: 5.178 0.299 4.495
H: 5.918 -1.279 4.027
H: 4.230 -1.124 4.072
C: 2.238 -5.699 0.104
C: 0.937 -4.891 0.181
O: -0.042 -5.591 -0.629
C: -1.252 -4.939 -0.737
C: -2.044 -5.527 -1.872
O: -1.538 -3.972 -0.100
H: 2.944 -5.244 0.821
H: 2.749 -5.553 -0.856
H: 2.236 -6.760 0.450
H: 0.663 -4.798 1.220
H: 1.190 -3.900 -0.199
H: -3.146 -5.292 -1.701
H: -1.896 -6.693 -1.788
H: -1.687 -5.250 -2.854
C: -3.079 0.176 -3.888
C: -2.423 -1.161 -3.746
O: -1.097 -1.040 -3.122
C: -0.248 -2.005 -3.290
C: 1.205 -1.499 -3.028
O: -0.492 -3.154 -3.585
H: -2.442 0.858 -4.501
H: -3.345 0.694 -2.982
H: -4.050 0.082 -4.504
H: -3.019 -1.933 -3.288
H: -2.284 -1.540 -4.747
H: 1.782 -2.422 -2.932
H: 1.242 -0.763 -2.227
H: 1.483 -1.119 -3.995
C: -0.237 4.410 4.641
C: 0.450 3.088 4.283
O: 1.804 3.271 3.739
C: 1.975 3.933 2.569
C: 3.458 4.160 2.358
O: 1.081 4.202 1.852
H: 0.430 5.164 5.101
H: -1.090 4.301 5.272
H: -0.739 4.897 3.809
H: 0.657 2.613 5.249
H: -0.130 2.428 3.710
H: 3.802 3.232 1.855
H: 3.972 4.119 3.336
H: 3.615 5.050 1.756
C: -2.217 0.041 0.425
C: -1.600 1.321 0.748
O: -1.207 2.057 -0.417
C: -0.088 1.528 -1.045
C: 0.122 2.211 -2.341
O: 0.593 0.640 -0.573
H: -1.600 -0.622 -0.221
H: -3.269 0.118 0.061
H: -2.272 -0.533 1.331
H: -2.127 1.987 1.382
H: -0.642 1.148 1.270
H: -0.381 3.148 -2.251
H: -0.316 1.621 -3.086
H: 1.182 2.365 -2.641



The following is a DFT calculation (wB97M-V/def2-TZVPD) of a single C4H6S2 molecule in a non-equilibrium geometry.

Summary:
relative energy (zero: lowest compared OMol25 entry of this formula, charge and spin)	1.869	eV
electronic energy	-952.30069	Eh
SMILES	S=C[C@@H]1C[C@@H]1S
lowest unoccupied orbital energy	-0.2	eV
frontier orbital gap	8.55	eV

Atoms and positions in Å:
S: 2.621 -0.402 -0.067
C: 1.107 -0.063 0.347
C: 0.149 0.879 -0.380
C: -0.776 1.539 0.506
C: -1.315 0.606 -0.493
S: -1.968 -1.032 -0.035
H: 0.558 -0.677 1.263
H: 0.543 1.548 -1.138
H: -0.672 1.210 1.542
H: -1.299 2.548 0.430
H: -1.813 1.148 -1.306
H: -2.762 -0.610 0.964



The following is a DFT calculation (wB97M-V/def2-TZVPD) of a single CH7N5O molecule in a non-equilibrium geometry.

Summary:
relative energy (zero: lowest compared OMol25 entry of this formula, charge and spin)	5.951	eV
electronic energy	-391.03228	Eh
SMILES	N/N=C(\NN)NO
lowest unoccupied orbital energy	0.5	eV
frontier orbital gap	9.65	eV

Atoms and positions in Å:
N: 0.350 1.500 -1.552
N: 0.971 0.141 -1.129
C: 0.259 -0.272 -0.181
N: -1.119 0.120 0.048
N: -1.626 -0.895 1.127
N: 0.841 -1.308 0.697
O: 2.186 -1.223 0.457
H: -0.014 1.098 -2.405
H: 1.172 2.138 -1.514
H: -1.351 1.193 -0.260
H: -2.524 -1.044 0.531
H: -1.616 -0.418 2.214
H: 0.507 -0.868 1.797
H: 1.964 -0.161 0.170



The following is a DFT calculation (wB97M-V/def2-TZVPD) of 2 unconnected molecules or ions with the total composition C6H12BF3 in a non-equilibrium geometry.

Summary:
relative energy (zero: lowest compared OMol25 entry of this formula, charge and spin)	2.506	eV
electronic energy	-560.15893	Eh
lowest unoccupied orbital energy	0.2	eV
frontier orbital gap	10.80	eV

Atoms and positions in Å:
B: -0.260 -0.252 -0.293
C: -0.622 2.372 -0.037
C: -1.063 -2.654 0.427
C: -0.460 1.144 -0.964
C: -1.399 -1.309 -0.235
C: 1.133 -0.301 0.396
C: 2.413 0.571 0.029
F: 1.602 -1.540 0.833
F: 3.367 0.270 0.881
F: 3.006 0.395 -1.181
H: -1.425 2.094 0.567
H: 0.307 2.484 0.478
H: -0.958 3.211 -0.529
H: -0.940 -2.536 1.538
H: -1.946 -3.254 0.360
H: -0.327 -3.198 0.055
H: -1.437 1.210 -1.616
H: 0.136 1.559 -1.824
H: -1.924 -1.510 -1.084
H: -2.035 -0.843 0.536
H: 0.634 0.363 1.613
H: 2.198 1.725 0.050



The following is a DFT calculation (wB97M-V/def2-TZVPD) of 2 unconnected molecules or ions with the total composition C5H15N3O in a non-equilibrium geometry.

Summary:
relative energy (zero: lowest compared OMol25 entry of this formula, charge and spin)	2.767	eV
electronic energy	-438.93326	Eh
SMILES	C[C@H]1OC1(N)N.CNC
lowest unoccupied orbital energy	0.7	eV
frontier orbital gap	8.05	eV

Atoms and positions in Å:
C: 1.501 -1.914 -0.942
C: 1.234 -0.442 -1.117
O: 0.318 0.176 -0.062
C: 1.906 0.572 -0.336
N: 2.043 1.863 -0.871
N: 2.916 0.245 0.569
H: 1.464 -2.198 0.112
H: 0.737 -2.489 -1.463
H: 2.474 -2.176 -1.344
H: 0.870 -0.143 -2.096
H: 1.193 2.171 -1.324
H: 2.353 2.557 -0.205
H: 2.965 0.865 1.368
H: 2.909 -0.725 0.853
C: -2.480 1.315 1.041
N: -1.987 -0.041 1.138
C: -2.770 -0.959 0.344
H: -2.488 1.697 0.011
H: -3.501 1.376 1.426
H: -1.854 1.971 1.645
H: -0.840 -0.090 0.828
H: -2.418 -1.979 0.522
H: -2.720 -0.740 -0.738
H: -3.827 -0.911 0.642



The following is a DFT calculation (wB97M-V/def2-TZVPD) of a single C7H10 molecule.

Summary:
relative energy (zero: lowest compared OMol25 entry of this formula, charge and spin)	2.875	eV
electronic energy	-272.61233	Eh
SMILES	C#CC1(CC)CC1
lowest unoccupied orbital energy	1.2	eV
frontier orbital gap	10.46	eV

Atoms and positions in Å:
C: -0.783 2.402 -0.031
C: -0.826 1.198 -0.105
C: -0.506 -0.212 -0.110
C: 1.017 -0.492 0.139
C: 1.919 0.739 0.391
C: -1.249 -1.159 -1.031
C: -1.506 -1.210 0.441
H: -0.752 3.465 0.043
H: 1.387 -1.045 -0.731
H: 1.077 -1.167 0.999
H: 2.711 0.836 -0.360
H: 2.388 0.720 1.381
H: 1.330 1.663 0.346
H: -2.031 -0.784 -1.686
H: -0.653 -1.953 -1.473
H: -1.087 -2.037 1.008
H: -2.468 -0.866 0.812



The following is a DFT calculation (wB97M-V/def2-TZVPD) of a single C14H17N3O6S molecule.

Summary:
electronic energy	-1557.65397	Eh
SMILES	CC(C)C[C@H](NS(=O)(=O)c1ccc2[nH]c(=O)c(=O)[nH]c2c1)C(=O)O
lowest unoccupied orbital energy	0.0	eV
frontier orbital gap	9.00	eV

Atoms and positions in Å:
C: 3.032 -1.507 -1.038
C: 1.633 -1.953 -0.614
C: 0.599 -1.444 -1.616
C: 1.333 -1.439 0.798
C: 0.117 -2.116 1.464
N: -0.499 -1.225 2.422
S: -2.015 -0.657 2.020
O: -2.675 -0.284 3.231
O: -2.665 -1.553 1.103
C: -1.550 0.815 1.116
C: -0.932 1.850 1.795
C: -0.527 2.973 1.099
C: -0.739 3.053 -0.276
N: -0.347 4.152 -1.010
C: -0.511 4.323 -2.361
O: -0.135 5.326 -2.917
C: -1.187 3.173 -3.095
O: -1.387 3.184 -4.284
N: -1.557 2.109 -2.315
C: -1.369 1.996 -0.954
C: -1.776 0.873 -0.242
C: 0.524 -3.401 2.161
O: 0.485 -3.557 3.352
O: 0.939 -4.341 1.316
H: 3.786 -1.904 -0.363
H: 3.254 -1.858 -2.042
H: 3.102 -0.421 -1.032
H: 1.605 -3.046 -0.601
H: 0.810 -1.840 -2.606
H: 0.628 -0.357 -1.666
H: -0.405 -1.751 -1.336
H: 2.207 -1.580 1.438
H: 1.125 -0.367 0.759
H: -0.633 -2.370 0.706
H: -0.444 -1.575 3.371
H: -0.786 1.761 2.858
H: -0.047 3.794 1.609
H: 0.098 4.920 -0.521
H: -2.016 1.343 -2.796
H: -2.272 0.048 -0.728
H: 1.196 -5.145 1.799



The following is a DFT calculation (wB97M-V/def2-TZVPD) of a molecular structure, C26H34N5O in a non-equilibrium geometry.

Summary:
net charge	+1
relative energy (zero: lowest compared OMol25 entry of this formula, charge and spin)	1.885	eV
electronic energy	-1359.80956	Eh
lowest unoccupied orbital energy	-4.3	eV
frontier orbital gap	5.37	eV

Atoms and positions in Å:
C: 1.566 4.348 -0.498
N: 1.288 2.946 -0.708
C: 2.293 2.061 -0.986
O: 3.487 2.343 -1.038
C: 1.631 0.699 -1.205
C: 2.314 -0.447 -0.440
C: 3.738 -0.628 -0.830
C: 4.242 -1.022 -2.063
N: 5.623 -0.949 -2.025
C: 6.035 -0.533 -0.765
C: 7.308 -0.243 -0.285
C: 7.410 0.246 1.027
C: 6.264 0.444 1.816
C: 4.982 0.163 1.323
C: 4.867 -0.330 0.022
N: 0.256 0.946 -0.792
C: -0.674 -0.051 -0.808
C: -1.973 0.083 -0.429
C: -2.916 -1.045 -0.226
C: -4.392 -0.678 -0.170
C: -5.354 -1.519 -0.742
C: -6.714 -1.250 -0.564
C: -7.111 -0.116 0.146
C: -6.146 0.787 0.608
C: -4.785 0.491 0.484
C: -0.027 2.354 -0.479
C: -0.452 2.527 0.990
C: -1.052 3.009 -1.416
H: 2.619 4.531 -0.728
H: 0.940 4.966 -1.154
H: 1.368 4.642 0.542
H: 1.671 0.479 -2.293
H: 2.264 -0.235 0.641
H: 1.748 -1.373 -0.634
H: 3.693 -1.319 -2.949
H: 6.240 -1.175 -2.799
H: 8.168 -0.405 -0.930
H: 8.392 0.477 1.442
H: 6.373 0.829 2.832
H: 4.074 0.317 1.908
H: -0.290 -1.029 -1.121
H: -2.331 1.075 -0.162
H: -2.705 -1.890 -0.910
H: -5.022 -2.412 -1.283
H: -7.450 -1.923 -1.014
H: -8.170 0.089 0.298
H: -6.436 1.736 1.045
H: -4.039 1.178 0.901
H: 0.391 2.280 1.650
H: -0.756 3.568 1.156
H: -1.290 1.873 1.242
H: -0.624 3.102 -2.422
H: -1.975 2.430 -1.478
H: -1.291 4.010 -1.033
C: -1.175 -3.990 2.113
N: -1.360 -2.970 1.075
N: -2.638 -2.462 1.198
C: -3.639 -3.470 0.943
H: -0.104 -4.186 2.228
H: -1.611 -3.639 3.068
H: -1.702 -4.899 1.799
H: -0.676 -2.222 1.175
H: -2.695 -1.387 1.059
H: -4.640 -3.028 0.933
H: -3.445 -3.974 -0.021
H: -3.584 -4.228 1.739



The following is a DFT calculation (wB97M-V/def2-TZVPD) of a molecular structure, C11H27AuI2O2P2 in a non-equilibrium geometry.

Summary:
net charge	+2
relative energy (zero: lowest compared OMol25 entry of this formula, charge and spin)	0.731	eV
electronic energy	-1998.94872	Eh
lowest unoccupied orbital energy (spin up / spin down)	-7.1 / -9.5	eV
2S+1	3
frontier orbital gap (spin up / spin down)	7.31 / 4.93	eV

Atoms and positions in Å:
I: 0.292 -0.671 -6.147
I: -0.316 1.903 -5.453
Au: 0.001 -0.025 -1.375
P: -2.352 -0.205 -1.046
C: -3.275 1.319 -0.622
C: -2.975 -0.725 -2.674
H: -4.065 -0.881 -2.584
H: -4.048 -1.558 0.028
H: -2.473 -1.661 -2.918
H: -2.472 -2.398 -0.066
H: -3.029 2.096 -1.343
H: -2.726 0.045 -3.394
C: -2.958 -1.444 0.155
H: -4.354 1.098 -0.676
H: -2.731 -1.141 1.170
H: -3.025 1.645 0.386
P: 2.358 -0.123 -1.038
C: 3.226 1.431 -0.609
C: 3.004 -1.343 0.162
H: 2.537 -1.570 -2.915
H: 4.100 -0.734 -2.573
H: 2.732 0.140 -3.386
C: 3.006 -0.619 -2.663
H: 2.551 -2.311 -0.061
H: 4.097 -1.419 0.036
H: 4.313 1.248 -0.657
H: 2.960 1.748 0.398
H: 2.765 -1.048 1.177
H: 2.959 2.201 -1.331
C: -0.033 1.816 -0.583
O: -0.052 2.896 -0.174
C: -1.253 0.756 3.012
C: 0.000 0.004 2.566
C: 1.233 0.783 3.020
C: 0.014 -1.460 2.992
O: 0.004 0.010 1.183
H: -1.253 0.786 4.111
H: -2.178 0.231 2.641
H: -1.259 1.751 2.587
H: 1.223 0.816 4.119
H: 2.173 0.277 2.659
H: 1.223 1.777 2.593
H: -0.858 -1.984 2.596
H: 0.899 -1.965 2.599
H: 0.012 -1.494 4.099



The following is a DFT calculation (wB97M-V/def2-TZVPD) of a gas-phase ion, C4H14N6O (charge +2) in a non-equilibrium geometry.

Summary:
net charge	+2
electronic energy	-563.76545	Eh
lowest unoccupied orbital energy (spin up / spin down)	-6.3 / -11.9	eV
2S+1	3
frontier orbital gap (spin up / spin down)	7.09 / 5.83	eV

Atoms and positions in Å:
C: -1.693 0.368 -1.316
C: -0.617 -1.509 -0.153
C: 0.411 -0.422 0.418
C: 0.570 1.106 -0.467
N: -0.797 1.279 -1.057
N: -1.708 -0.847 -0.876
N: -0.188 -0.013 1.858
N: 1.669 -0.999 0.559
N: 1.454 0.747 -1.434
N: 0.797 2.309 0.365
O: -1.049 -2.154 0.995
H: -2.459 0.549 -2.116
H: -0.195 -2.251 -0.787
H: -1.118 2.153 -1.502
H: -2.515 -1.413 -1.032
H: -0.445 -0.923 2.283
H: -0.983 0.487 1.746
H: 1.644 -1.926 0.800
H: 2.314 -0.498 1.219
H: 1.625 -0.265 -1.678
H: 2.341 1.171 -1.609
H: 0.531 0.577 2.212
H: 0.167 3.006 0.371
H: 1.800 2.506 0.411
H: -1.556 -3.038 0.791



The following is a DFT calculation (wB97M-V/def2-TZVPD) of a single C18H14ClNO3 molecule in a non-equilibrium geometry.

Summary:
relative energy (zero: lowest compared OMol25 entry of this formula, charge and spin)	0.000	eV
electronic energy	-1434.93756	Eh
SMILES	CN(c1ccccc1)c1c2c(oc(=O)c1Cl)-c1ccoc1CC2
lowest unoccupied orbital energy	-0.2	eV
frontier orbital gap	7.95	eV

Atoms and positions in Å:
C: 0.532 1.664 -2.434
N: 0.870 0.942 -1.190
C: 1.825 1.479 -0.277
C: 1.891 2.853 0.035
C: 2.806 3.357 0.981
C: 3.662 2.486 1.641
C: 3.568 1.097 1.376
C: 2.658 0.617 0.445
C: 0.401 -0.399 -1.101
C: -0.801 -0.663 -0.370
C: -1.260 -1.940 -0.318
O: -0.624 -3.006 -0.880
C: 0.578 -2.776 -1.493
O: 1.303 -3.664 -1.936
C: 1.086 -1.427 -1.675
Cl: 2.648 -1.102 -2.434
C: -2.494 -2.214 0.422
C: -3.183 -3.417 0.674
C: -4.232 -3.088 1.496
O: -4.214 -1.779 1.837
C: -3.145 -1.257 1.134
C: -2.625 0.181 1.257
C: -1.558 0.511 0.203
H: 0.170 0.956 -3.213
H: -0.261 2.404 -2.238
H: 1.376 2.213 -2.851
H: 1.280 3.563 -0.463
H: 2.877 4.433 1.113
H: 4.329 2.854 2.418
H: 4.271 0.409 1.852
H: 2.658 -0.452 0.254
H: -2.892 -4.435 0.338
H: -4.930 -3.797 1.940
H: -3.449 0.843 1.107
H: -2.182 0.327 2.272
H: -0.879 1.219 0.692
H: -2.059 1.004 -0.612



The following is a DFT calculation (wB97M-V/def2-TZVPD) of a single C4H8O molecule.

Summary:
relative energy (zero: lowest compared OMol25 entry of this formula, charge and spin)	0.332	eV
electronic energy	-232.43343	Eh
SMILES	CC(C)C=O
lowest unoccupied orbital energy	0.9	eV
frontier orbital gap	10.73	eV

Atoms and positions in Å:
C: -1.324 0.238 0.518
C: -0.054 0.152 -0.331
C: 0.618 -1.230 -0.449
C: 0.949 1.179 0.164
O: 0.655 2.154 0.813
H: -2.104 -0.429 0.138
H: -1.126 -0.008 1.567
H: -1.697 1.266 0.494
H: -0.319 0.473 -1.350
H: 1.106 -1.342 -1.424
H: -0.107 -2.043 -0.351
H: 1.392 -1.386 0.312
H: 2.011 0.976 -0.102



The following is a DFT calculation (wB97M-V/def2-TZVPD) of a gas-phase ion, CH3N2O3S (charge -1) in a non-equilibrium geometry.

Summary:
net charge	-1
relative energy (zero: lowest compared OMol25 entry of this formula, charge and spin)	0.554	eV
electronic energy	-773.37147	Eh
lowest unoccupied orbital energy	4.1	eV
frontier orbital gap	8.61	eV

Atoms and positions in Å:
C: -0.445 -0.807 1.605
N: 0.256 0.195 -0.425
N: -0.383 -0.843 0.292
O: -2.110 -1.736 -1.485
O: -0.919 -1.667 2.330
O: 0.263 -2.226 -1.755
S: -0.909 -2.302 -0.852
H: -0.019 0.135 2.034
H: -0.479 0.724 -0.905
H: 0.748 -0.318 -1.171